{
  "formula": "C24H29AlN4OSb",
  "method": "the ωB97M-V functional and the def2-TZVPD basis",
  "species": ["Al", "C", "C", "C", "C", "C", "C", "N", "Sb", "C", "C", "C", "C", "C", "C", "N", "C", "C", "C", "C", "C", "C", "N", "H", "H", "H", "H", "H", "H", "H", "H", "H", "H", "H", "H", "H", "H", "H", "H", "H", "H", "O", "C", "C", "C", "C", "C", "C", "N", "H", "H", "H", "H", "H", "H", "H", "H", "H", "H", "H"],
  "xyz": [[0.9398, 0.0599, 0.4590], [-0.2434, 2.0550, -2.1183], [-0.2151, 2.6971, -0.7176], [-0.6614, 4.0015, -0.6568], [-0.3169, 4.7996, 0.4403], [0.5071, 4.2311, 1.4080], [0.7985, 2.8502, 1.4078], [0.4185, 2.0885, 0.3099], [2.2573, 2.0428, 2.8263], [3.3780, 1.1138, 1.2177], [4.7553, 1.4500, 1.2430], [5.6670, 0.7811, 0.4164], [5.1126, -0.1219, -0.4362], [3.7173, -0.3399, -0.5664], [3.2381, -0.9631, -1.8587], [2.8398, 0.3576, 0.2646], [0.8892, 0.4782, 3.2137], [0.1217, 0.4368, 4.3925], [-0.7405, -0.6623, 4.6529], [-0.6081, -1.7528, 3.7716], [0.2090, -1.6695, 2.6793], [0.6184, -2.8683, 1.9283], [0.8387, -0.5163, 2.3229], [0.3756, 2.6295, -2.7851], [0.2085, 1.0559, -2.0835], [-1.1844, 2.0388, -2.6605], [-1.1372, 4.3747, -1.5706], [-0.8075, 5.7725, 0.4450], [0.9574, 4.8592, 2.1848], [5.0692, 2.0661, 2.0656], [6.7210, 0.9443, 0.5240], [5.7487, -0.7494, -1.0509], [2.5461, -1.7909, -1.5489], [2.7029, -0.2624, -2.4952], [4.0996, -1.4172, -2.4145], [0.1553, 1.2787, 5.0574], [-1.4726, -0.6830, 5.4716], [-1.2477, -2.6782, 3.8530], [1.6715, -2.6894, 1.5956], [0.5135, -3.8209, 2.5020], [0.1475, -3.0050, 0.9527], [-0.3202, -0.7557, -0.4835], [-1.4967, -1.1166, -0.9821], [-1.5905, -1.3287, -2.4363], [-2.8377, -0.9084, -3.2107], [-4.2172, -1.6192, -2.9836], [-4.6302, -1.5080, -1.5479], [-3.7675, -2.1954, -0.5686], [-2.4684, -1.6020, -0.2300], [-1.4359, -2.3967, -2.5111], [-0.6694, -0.9588, -2.9155], [-2.6946, -0.9286, -4.3056], [-3.0229, 0.1551, -3.0101], [-4.2167, -2.6831, -3.2727], [-4.8414, -1.0943, -3.7057], [-5.6456, -1.9224, -1.3914], [-4.7315, -0.4443, -1.2473], [-3.5264, -3.1746, -1.0161], [-4.2566, -2.2111, 0.4062], [-2.2187, -1.7797, 0.7692]],
  "forces_ev_per_angstrom": [[-0.7, 1.5, -0.2], [0.4, -0.7, 1.0], [0.1, -0.6, -1.6], [0.5, 0.4, 0.4], [-1.2, -0.8, -1.2], [0.5, -0.6, 0.9], [-0.1, 1.3, -1.5], [0.4, -0.8, 1.1], [-0.2, 1.3, -0.1], [1.4, 1.4, 0.9], [-1.3, -1.1, 0.4], [-1.1, 0.7, 1.2], [-0.9, -1.5, -0.9], [0.9, 2.4, -0.7], [-0.2, -1.7, 1.2], [0.6, -2.6, -1.6], [-1.0, 0.0, 1.4], [-0.3, -0.8, -0.4], [0.7, 0.4, -1.0], [-1.6, -0.3, 0.8], [0.3, -0.3, -0.3], [0.9, -0.9, -1.3], [-0.4, -0.4, -0.5], [0.6, 0.5, 0.0], [-0.3, 0.1, -0.2], [-0.4, -0.2, 0.5], [-0.1, 0.2, 0.7], [0.8, 0.2, 0.5], [-0.4, -0.3, -0.1], [0.3, 0.4, 0.0], [0.4, 0.0, -0.2], [0.0, 0.2, -0.1], [0.3, 0.4, -0.7], [0.1, 0.2, 0.0], [-0.9, 0.5, 0.5], [0.1, 0.2, 0.3], [0.6, 0.1, -0.3], [1.0, 1.0, 0.3], [-0.5, -0.6, 0.7], [0.2, 0.9, -0.5], [-0.6, -0.1, 0.1], [-0.7, -0.1, 0.5], [0.0, -1.3, 0.6], [0.7, 0.3, -1.3], [-1.2, 0.3, -0.6], [1.6, 0.0, -0.3], [-1.9, 1.7, 0.1], [0.5, -1.0, -0.2], [2.4, 1.1, 1.6], [-0.2, -0.8, -0.1], [-0.5, 0.3, 0.2], [0.6, -0.2, 0.6], [0.1, -0.1, 0.1], [0.3, 0.3, -0.1], [-0.5, -0.2, 0.4], [0.5, 0.1, -0.2], [0.0, -0.3, -0.2], [-0.3, -0.2, 0.8], [-0.1, -0.6, -0.3], [-0.2, 0.7, -1.1]],
  "lumo_energy_ha": -0.3405,
  "total_charge": 3,
  "relative_energy_kj_mol": 10.1,
  "gap_ev": 8.92,
  "homo_energy_ev": -18.2
}